Record 1
DFT (wB97M-V/def2-TZVPD) results for an isolated ion of composition C5H6N and charge +1 at a distorted geometry.

Properties
**Total charge**: +1
**E_LUMO**: -0.2201 hartree
**Orbital gap**: 9.032 eV
**Energy relative to the best compared isomer or geometry (same formula, charge and spin)**: 5.2244 eV
**SMILES**: C#C[C@@H](C)[N+]#C
**Max |F|**: 5.996 eV/A
**Energy**: -248.4237 a.u.
**E_HOMO**: -15.02 eV

Geometry as XYZ:
```
12
Properties=species:S:1:pos:R:3:lowdin_charge:R:1
C -0.954 -0.953 -0.008 -0.076
C -2.062 -1.378 -0.075 0.163
C -1.679 1.601 0.040 0.369
C 0.096 -0.060 0.528 -0.312
C 1.575 -0.063 0.093 0.015
N -0.664 1.096 0.349 0.193
H -2.904 -1.995 -0.093 0.051
H -2.413 2.371 -0.130 0.155
H 0.076 -0.494 1.497 0.161
H 2.032 -0.983 0.569 0.129
H 2.106 0.861 0.317 0.099
H 1.666 -0.173 -0.924 0.054
```

Record 2
DFT (wB97M-V/def2-TZVPD) results for a 4-piece molecular cluster, C43H78ClI3N5O13 overall at a distorted geometry.

Properties
**Total charge**: +1
**E_LUMO**: -0.1250 hartree
**Orbital gap**: 7.148 eV
**Max |F|**: 2.648 eV/A
**Energy**: -4289.6723 a.u.
**E_HOMO**: -10.55 eV

Geometry as XYZ:
```
143
Properties=species:S:1:pos:R:3:lowdin_charge:R:1
C -3.623 0.102 -3.529 0.137
C -2.811 -0.666 -3.120 -0.189
C -1.808 -1.555 -2.555 -0.201
C -1.948 -2.012 -1.084 -0.124
C -3.271 -1.921 -0.268 -0.326
C -4.424 -2.821 -0.795 -0.090
C -4.115 -4.128 -1.503 -0.755
O -3.906 -5.184 -1.004 0.028
I -4.150 -4.110 -3.696 0.886
N -3.819 -0.591 -0.335 -0.007
C -4.988 -0.191 0.414 -0.222
C -6.048 0.496 -0.500 -0.156
C -7.352 -0.328 -0.647 -0.239
C -7.728 -0.540 -2.126 -0.103
C -2.692 -2.427 1.131 -0.608
O -2.824 -3.842 1.150 -0.091
Cl -3.710 -2.103 2.568 0.892
C -1.217 -1.896 1.257 -0.215
C -0.270 -2.529 2.335 -0.146
C -0.843 -3.526 3.326 -0.167
C 0.319 -4.039 4.246 -0.252
N 0.541 -5.478 4.214 0.005
C -1.338 -0.493 1.948 -0.234
O -2.322 0.433 1.532 -0.281
N -2.074 1.682 2.260 0.037
O -2.904 1.870 3.037 0.132
N -0.679 -1.920 -0.177 0.003
C -0.009 -3.247 -0.572 -0.252
C 0.681 -3.378 -1.754 -0.023
C 1.242 -4.591 -2.127 0.011
C 1.041 -5.628 -1.223 -0.017
C 0.299 -5.438 -0.073 -0.058
N -0.224 -4.254 0.243 0.145
C 0.307 -0.826 -0.476 -0.636
I -0.543 1.125 -0.916 1.113
C 1.558 -0.770 0.443 -0.725
C 2.605 -1.847 0.143 -0.167
I 2.602 1.097 -0.007 0.909
H -4.415 0.762 -3.777 0.045
H -0.852 -1.074 -2.752 0.071
H -1.780 -2.436 -3.191 0.063
H -1.994 -3.086 -1.243 0.112
H -5.055 -2.249 -1.461 0.100
H -5.048 -3.067 0.063 0.136
H -3.157 0.131 -0.551 0.044
H -4.717 0.543 1.170 0.094
H -5.495 -0.984 0.946 0.076
H -5.603 0.547 -1.490 0.074
H -6.271 1.496 -0.144 0.106
H -7.271 -1.293 -0.154 0.092
H -8.181 0.207 -0.191 0.100
H -7.339 -1.480 -2.519 0.061
H -7.347 0.261 -2.751 0.064
H -8.807 -0.591 -2.237 0.069
H -2.571 -4.253 0.315 0.061
H 0.586 -3.001 1.861 0.094
H 0.224 -1.750 2.911 0.115
H -1.558 -3.069 4.001 0.078
H -1.280 -4.405 2.874 0.096
H 0.155 -3.698 5.264 0.100
H 1.246 -3.569 3.914 0.106
H -0.338 -5.974 4.179 0.068
H 1.094 -5.744 3.412 0.054
H -0.373 0.024 1.924 0.097
H -1.512 -0.683 3.002 0.106
H 0.792 -2.564 -2.454 0.119
H 1.785 -4.705 -3.046 0.127
H 1.469 -6.600 -1.425 0.119
H 0.127 -6.261 0.604 0.126
H 0.747 -0.935 -1.452 0.036
H 1.387 -0.700 1.507 0.047
H 2.792 -1.835 -0.930 0.075
H 2.269 -2.849 0.398 0.071
H 3.543 -1.586 0.614 0.065
C -3.639 -2.317 11.026 -0.108
O -2.879 -1.692 10.015 -0.199
C -1.669 -2.372 9.729 -0.202
C -1.262 -2.173 8.287 -0.181
O -2.020 -2.931 7.350 -0.134
C -3.366 -2.545 7.108 -0.176
C -3.511 -1.281 6.292 -0.209
O -3.212 -0.130 7.059 -0.184
C -2.612 0.902 6.313 -0.111
H -3.137 -2.247 11.997 0.090
H -4.597 -1.805 11.085 0.089
H -3.823 -3.371 10.787 0.088
H -1.772 -3.445 9.929 0.128
H -0.883 -1.964 10.378 0.131
H -0.241 -2.547 8.184 0.126
H -1.247 -1.115 8.023 0.119
H -3.940 -2.489 8.033 0.124
H -3.788 -3.362 6.516 0.128
H -4.551 -1.195 5.945 0.131
H -2.852 -1.349 5.416 0.090
H -1.720 0.538 5.784 0.082
H -2.305 1.679 7.009 0.095
H -3.318 1.328 5.592 0.076
C 3.707 4.749 -1.074 -0.132
O 5.010 4.633 -1.590 -0.197
C 5.178 5.308 -2.829 -0.192
C 6.599 5.794 -3.003 -0.181
O 6.929 6.940 -2.236 -0.120
C 7.076 6.792 -0.831 -0.181
C 8.335 6.073 -0.404 -0.200
O 8.241 4.677 -0.647 -0.202
C 9.479 4.091 -0.984 -0.114
H 2.988 4.201 -1.700 0.073
H 3.706 4.322 -0.071 0.070
H 3.398 5.798 -1.000 0.093
H 4.495 6.162 -2.898 0.130
H 4.943 4.601 -3.637 0.116
H 6.703 6.115 -4.042 0.130
H 7.316 4.986 -2.842 0.121
H 6.190 6.339 -0.383 0.119
H 7.141 7.813 -0.450 0.129
H 8.479 6.222 0.674 0.129
H 9.191 6.501 -0.936 0.127
H 9.944 4.609 -1.830 0.089
H 9.288 3.059 -1.276 0.086
H 10.165 4.098 -0.130 0.089
C 0.864 2.108 -4.368 -0.145
O 1.741 2.729 -5.270 -0.188
C 3.016 2.106 -5.319 -0.195
C 3.652 2.255 -6.683 -0.180
O 3.105 1.411 -7.683 -0.122
C 1.806 1.708 -8.177 -0.183
C 1.738 2.923 -9.074 -0.202
O 1.845 4.121 -8.323 -0.201
C 2.505 5.156 -9.020 -0.109
H 1.202 2.250 -3.333 0.035
H -0.119 2.562 -4.486 0.092
H 0.774 1.033 -4.580 0.084
H 2.932 1.039 -5.078 0.124
H 3.661 2.589 -4.571 0.117
H 4.693 1.935 -6.588 0.131
H 3.663 3.298 -7.002 0.122
H 1.078 1.775 -7.367 0.118
H 1.534 0.841 -8.783 0.128
H 0.769 2.927 -9.591 0.129
H 2.536 2.862 -9.823 0.127
H 3.486 4.827 -9.379 0.089
H 2.651 5.981 -8.325 0.088
H 1.905 5.506 -9.866 0.090
```

Record 3
DFT (wB97M-V/def2-TZVPD) results for a 2-piece molecular cluster, H2NO3PS overall at a distorted geometry.

Properties
**Total charge**: -2
**E_LUMO (spin up / spin down)**: 0.2142 / 0.2144 hartree
**Orbital gap (spin up / spin down)**: 6.272 / 6.164 eV
**Energy relative to the best compared isomer or geometry (same formula, charge and spin)**: 2.2927 eV
**Max |F|**: 2.527 eV/A
**Energy**: -1021.2081 a.u.
**E_HOMO (spin up / spin down)**: -0.44 / -0.33 eV

Geometry as XYZ:
```
8
Properties=species:S:1:pos:R:3:lowdin_charge:R:1
N 0.043 0.776 -0.189 -0.226
O 1.726 -0.280 1.533 -0.508
O 2.489 0.201 -0.862 -0.455
O 0.792 -1.837 -0.415 -0.331
P 1.369 -0.269 0.028 0.104
S -2.530 -0.266 -0.097 -0.523
H 0.001 1.116 0.823 -0.047
H -0.193 -1.925 -0.185 -0.013
```

Record 4
DFT (wB97M-V/def2-TZVPD) results for a 5-piece molecular cluster, C11H17BCl16N3O2 overall at a distorted geometry.

Properties
**Total charge**: -1
**E_LUMO**: 0.0506 hartree
**Orbital gap**: 6.631 eV
**Max |F|**: 4.270 eV/A
**Energy**: -8131.9644 a.u.
**E_HOMO**: -5.25 eV

Geometry as XYZ:
```
50
Properties=species:S:1:pos:R:3:lowdin_charge:R:1
N -2.725 1.284 2.336 0.066
C -2.227 0.071 2.525 -0.496
N -1.211 -0.113 3.556 0.070
N -2.713 -0.999 1.656 -0.005
C -1.606 -1.634 0.860 -0.212
C -1.484 -0.924 -0.570 -0.209
C -0.047 -1.045 -1.255 -0.233
C 1.160 -0.377 -0.433 -0.240
B 0.783 0.999 0.378 -0.573
C 0.142 2.158 -0.611 -0.109
C 0.727 3.565 -0.092 -0.441
O 1.927 3.867 -0.303 -0.029
O -0.116 4.444 0.632 0.024
H -2.314 1.949 3.010 0.024
H -0.406 -0.658 3.192 0.067
H -0.798 0.774 3.860 0.077
H -3.386 -0.538 1.018 0.101
H -1.963 -2.712 0.652 0.098
H -0.627 -1.734 1.423 0.109
H -1.892 0.152 -0.531 0.104
H -2.218 -1.483 -1.265 0.038
H 0.184 -2.177 -1.319 0.099
H -0.051 -0.673 -2.331 0.098
H 1.960 -0.082 -1.217 0.088
H 1.694 -1.143 0.247 0.080
H 1.758 1.481 0.894 0.016
H 0.060 0.696 1.277 0.029
H 0.476 1.983 -1.693 0.107
H -0.999 2.155 -0.609 0.074
H -1.051 4.183 0.491 0.097
C 5.315 2.613 1.306 -2.013
Cl 5.632 3.128 -0.364 0.514
Cl 6.855 2.487 2.189 0.449
Cl 4.272 3.806 2.105 0.533
Cl 4.509 1.034 1.295 0.547
C 9.158 1.194 5.572 -2.028
Cl 9.476 1.707 3.902 0.491
Cl 10.694 1.068 6.456 0.501
Cl 8.112 2.387 6.369 0.517
Cl 8.350 -0.387 5.561 0.517
C -3.925 -4.210 -2.957 -2.013
Cl -2.628 -3.505 -3.945 0.522
Cl -3.448 -5.837 -2.427 0.512
Cl -4.209 -3.185 -1.537 0.553
Cl -5.414 -4.314 -3.921 0.478
C -7.138 -2.290 -7.074 -2.029
Cl -8.023 -3.633 -6.319 0.499
Cl -7.565 -2.193 -8.795 0.508
Cl -7.575 -0.768 -6.269 0.519
Cl -5.393 -2.565 -6.910 0.501
```